[1]
DFT (wB97M-V/def2-TZVPD) results for C23H13Br2F3N3O3Rh as an isolated structure.

Last column: Mulliken spin population.
CARTESIAN COORDINATES (ANGSTROEM)
Rh1 -0.43409 -0.59033 -0.14702  1.77
Br1 -5.88375 3.94610 -1.10394  0.04
C1 -4.26340 3.01454 -1.20394  0.19
C2 -3.74573 2.71735 -2.48692  0.10
C3 -2.56721 2.03552 -2.54798  0.06
C4 -1.88046 1.61510 -1.37556  0.25
O1 -0.75963 1.00595 -1.50999  0.39
C5 -2.43248 1.93112 -0.04606  0.08
C6 -1.79328 1.64504 1.17914  0.40
N1 -0.72934 0.81213 1.28669  0.23
C7 0.02553 0.74954 2.43259  -0.11
C8 -0.10928 1.56777 3.53520  0.25
C9 0.73363 1.41164 4.65908  -0.06
C10 1.70692 0.45796 4.69902  0.15
C11 1.88951 -0.39291 3.57527  -0.03
C12 2.87725 -1.40033 3.51505  0.01
C13 3.00426 -2.17498 2.39901  -0.01
C14 2.13845 -1.93651 1.31510  0.01
N2 1.22109 -1.00522 1.34490  0.08
C15 1.06310 -0.24006 2.45592  -0.03
C16 -3.63664 2.65268 -0.03118  0.02
H1 -4.28032 3.01582 -3.37568  0.01
H2 -2.11358 1.77632 -3.49535  0.00
H3 -2.20183 2.10214 2.07066  0.04
H4 -0.85146 2.35200 3.55170  0.01
H5 0.59653 2.07099 5.50656  0.00
H6 2.34640 0.34359 5.56474  0.01
H7 3.52844 -1.55037 4.36843  0.00
H8 3.74821 -2.95606 2.33236  0.00
H9 2.20027 -2.51842 0.40175  0.00
H10 -4.07835 2.92210 0.91856  0.00
Br2 2.46397 1.89790 0.02994  0.00
C17 2.52907 0.65288 -1.39832  0.00
C18 3.55293 0.74494 -2.32602  0.00
C19 3.54419 -0.15806 -3.37693  0.00
C20 2.52642 -1.09421 -3.46338  0.00
C21 1.55496 -1.10433 -2.48024  0.02
N3 1.56918 -0.24451 -1.45717  0.06
C22 0.41883 -2.10526 -2.52906  -0.01
O2 0.30866 -2.81964 -3.50100  0.01
O3 -0.40452 -2.06738 -1.52535  -0.01
H11 4.31718 1.50062 -2.22434  0.00
H12 4.32518 -0.12037 -4.12570  0.00
H13 2.45402 -1.81579 -4.26397  0.00
F1 -2.81007 -1.96463 0.39881  0.01
C23 -1.58449 -1.89814 0.96234  0.02
F2 -1.05807 -3.13428 0.94523  0.01
F3 -1.77314 -1.58735 2.26096  0.01

E_HOMO (alpha / beta), eV: -6.067 / -8.237
E, hartree: -6832.3869
LUMO energy (alpha / beta), eV: -0.3 / -2.9
Expectation value of S²: 6.04
Orbital gap (alpha / beta), eV: 5.746 / 5.298
2S+1: 5

=====

[2]
DFT (wB97M-V/def2-TZVPD) results for C8H18ClIN2O3PPm as an isolated structure in a non-equilibrium geometry.

Last column: Mulliken spin population.
CARTESIAN COORDINATES (ANGSTROEM)
C1 -4.48303 2.70139 -5.35611  0.00
C2 -4.22865 1.62082 -4.32565  0.00
H1 -5.32391 2.40091 -6.00172  0.00
H2 -3.57895 2.84804 -5.95485  0.00
H3 -4.71562 3.63984 -4.84355  0.00
O1 -4.80973 0.59830 -4.18515  0.00
I1 -2.55126 2.15234 -3.00296  0.00
Pm1 -0.63113 -0.00124 0.80926  4.06
P1 1.08470 -1.22647 -0.83246  -0.03
C3 1.27015 -2.96948 -0.68652  0.00
C4 0.55986 -0.83162 -2.49678  0.00
H4 2.61173 0.64060 -0.67665  0.00
H5 3.33375 -0.85019 -1.37931  0.00
H6 3.09081 -0.70338 0.39494  0.00
C5 2.68491 -0.45257 -0.59422  0.00
H7 0.42319 0.25070 -2.62360  0.00
H8 1.34553 -1.20134 -3.15953  0.00
H9 1.99707 -3.26161 -1.44468  0.00
H10 0.31218 -3.47377 -0.85859  0.00
H11 -0.39364 -1.32814 -2.72339  0.00
H12 1.62885 -3.23896 0.31366  0.00
C6 -0.95553 -2.00234 1.57758  -0.01
O2 -1.18340 -3.03754 2.09741  0.02
Cl1 0.01986 2.04009 -0.28848  -0.03
C7 2.08770 -0.59556 5.06409  0.00
N1 1.40135 0.63330 4.65444  0.00
C8 0.74482 0.75438 3.49499  0.00
N2 -0.03038 1.84798 3.24577  0.00
O3 0.81659 -0.18083 2.59577  0.00
H13 2.04276 -1.36614 4.29463  0.00
H14 1.60722 -0.97432 5.96781  0.00
H15 3.13026 -0.36065 5.28671  0.00
H16 1.34346 1.38732 5.32549  0.00
H17 -0.55788 1.95391 2.37794  0.00
H18 -0.09365 2.58625 3.93370  0.00

E_HOMO (alpha / beta), eV: -14.287 / -14.287
Net charge: +2
Relative energy (zero: lowest compared OMol25 entry of this formula, charge and spin), eV: 2.580
E, hartree: -2357.9406
LUMO energy (alpha / beta), eV: -8.8 / -8.8
Expectation value of S²: 6.01
Orbital gap (alpha / beta), eV: 5.459 / 5.511
2S+1: 5

=====

[3]
DFT (wB97M-V/def2-TZVPD) results for one molecule with the formula C10H14N2O in a non-equilibrium geometry.

Last column: Löwdin charge in e.
CARTESIAN COORDINATES (ANGSTROEM)
C1 3.64766 -0.83737 -0.95070  0.05
C2 2.61164 -0.79186 -0.10967  -0.30
C3 2.55774 -1.83826 0.96568  -0.04
C4 1.50400 0.19483 -0.18614  -0.19
C5 2.10348 1.44599 -0.53931  -0.07
C6 0.20106 0.02957 0.03041  -0.16
O1 -0.23694 -1.13394 0.63354  -0.08
N1 -1.60920 -1.13490 0.83212  0.13
C7 -2.10147 -0.05724 0.34141  -0.31
N2 -3.42062 0.27524 0.20820  -0.03
C8 -4.55287 -0.40437 0.73651  -0.06
C9 -1.01369 0.82267 -0.17989  -0.13
C10 -1.25711 1.94902 -0.86237  0.10
H1 4.29796 -1.68544 -0.72459  0.08
H2 3.62232 -0.13362 -1.79826  0.07
H3 3.01285 -1.54328 1.81836  0.05
H4 2.94038 -2.78690 0.73639  0.06
H5 1.44369 -1.98460 1.19037  0.10
H6 2.17561 1.42024 -1.58952  0.07
H7 3.22033 1.60575 -0.27506  0.13
H8 1.45602 2.22329 -0.23937  0.06
H9 -3.50760 1.24409 -0.01594  0.10
H10 -5.05685 -0.57826 -0.21523  0.10
H11 -4.11717 -1.23945 1.14774  0.05
H12 -5.03740 0.18831 1.49686  0.09
H13 -2.30041 2.10717 -1.11389  0.05
H14 -0.58342 2.64331 -1.33766  0.06

E_HOMO, eV: -7.603
Relative energy (zero: lowest compared OMol25 entry of this formula, charge and spin), eV: 5.395
E, hartree: -574.0209
LUMO energy, eV: 0.0
SMILES: C=C(C)/C(C)=c1\onc(NC)c1=C
Orbital gap, eV: 7.602

=====

[4]
DFT (wB97M-V/def2-TZVPD) results for C5H8CrFO4 as an isolated structure in a non-equilibrium geometry.

Last column: Mulliken spin population.
CARTESIAN COORDINATES (ANGSTROEM)
C1 1.03774 -0.95521 -1.05875  0.01
O1 0.67170 0.25087 -1.62767  -0.01
Cr1 1.12989 2.00537 -1.62864  4.01
C2 1.47186 -1.98764 -2.09251  -0.01
H1 1.86107 -0.82844 -0.32400  0.00
H2 0.18655 -1.37827 -0.48057  0.00
H3 1.72565 -2.94467 -1.61188  0.00
H4 0.66717 -2.17186 -2.82086  0.00
H5 2.35645 -1.63038 -2.64171  0.00
C3 -0.90972 1.68036 0.14435  -0.03
O2 -0.58758 2.15968 1.34925  0.02
C4 -0.96397 1.24725 2.35055  0.00
C5 -1.34541 0.00149 1.55865  0.00
O3 -1.49230 0.50454 0.22745  0.00
O4 -0.79454 2.32617 -0.88088  0.01
F1 -2.03875 1.76890 3.01469  0.00
H6 -0.14331 1.12799 3.06471  0.00
H7 -0.54123 -0.74289 1.56474  0.00
H8 -2.29127 -0.43326 1.89307  0.00

E_HOMO (alpha / beta), eV: -13.484 / -14.012
Net charge: +1
E, hartree: -1640.3312
LUMO energy (alpha / beta), eV: -5.4 / -5.3
Expectation value of S²: 6.03
Orbital gap (alpha / beta), eV: 8.095 / 8.751
2S+1: 5

=====

Question: Among the records above, which one has the lowest E?
Answer: C23H13Br2F3N3O3Rh

=====

Question: Among the records above, which one has the lowest E?
Answer: C23H13Br2F3N3O3Rh